Entry 1:
# C48H34Cl5GeNO10Tb

A molecular structure, C48H34Cl5GeNO10Tb (ωB97M-V/def2-TZVPD, OMol25).

```
100
Properties=species:S:1:pos:R:3:mulliken_spin:R:1
Tb 2.60 -0.49 0.09 5.917
Ge -3.08 -2.72 -0.26 0.000
Cl 0.55 -4.05 5.23 0.000
Cl 0.83 1.22 6.82 0.000
Cl 0.10 -1.81 7.43 0.000
Cl 1.90 1.91 3.95 0.001
Cl 2.16 -3.30 2.71 0.000
O -0.20 2.69 1.11 0.000
O 11.24 0.83 -0.56 0.000
O 1.90 -3.68 -2.16 0.000
O 2.05 -0.44 2.15 0.030
O 1.29 1.12 -0.74 0.038
O 10.91 1.92 -2.48 0.000
O 1.60 -2.17 -0.57 0.013
O -0.35 1.49 -2.20 0.001
O 4.85 -0.38 0.55 0.020
O 4.22 0.12 -1.53 0.008
N 10.56 1.35 -1.46 0.000
C -4.12 -4.42 -0.32 0.001
C -0.37 -3.33 -1.37 0.001
C -0.18 3.00 -0.25 -0.004
C 3.24 5.61 -1.03 0.000
C -2.87 -2.21 2.54 0.000
C 0.27 1.74 -1.17 -0.006
C 1.66 -2.07 3.79 0.003
C 1.12 -0.02 5.66 0.000
C -3.41 -1.81 -1.92 0.000
C 1.09 4.78 -1.71 0.000
C -4.17 4.56 -1.20 0.000
C -3.77 4.25 0.11 0.000
C -2.94 -0.04 3.63 0.000
C -1.62 3.50 -0.61 0.000
C 9.11 1.23 -1.28 0.000
C 7.38 0.53 0.24 -0.001
C 6.47 0.68 -0.81 -0.007
C -4.22 -5.10 -1.54 -0.001
C 8.74 0.75 0.01 0.000
C 1.13 -3.10 -1.40 -0.005
C -1.12 -3.02 -0.03 -0.001
C 1.05 -2.41 4.98 -0.001
C 1.83 -0.72 3.41 -0.010
C 1.58 0.29 4.38 0.001
C -3.48 0.49 2.44 0.000
C -2.58 -0.76 -2.38 0.000
C -2.51 3.73 0.40 0.000
C -5.68 -6.76 -0.55 0.000
C 6.85 1.25 -2.02 -0.001
C 1.99 4.06 0.39 0.001
C -5.43 -6.20 0.68 0.000
C -3.74 -0.36 1.34 0.000
C -4.70 -4.99 0.80 -0.001
C -2.94 -0.02 -3.52 0.000
C 5.09 0.12 -0.60 -0.001
C -5.03 -1.23 -3.63 0.000
C -3.40 -1.70 1.36 0.000
C 8.19 1.55 -2.28 0.000
C -3.18 4.44 -2.18 0.001
C -1.95 3.89 -1.90 0.000
C -4.62 -2.00 -2.57 0.000
C 3.15 4.83 0.13 0.000
C 0.82 -1.38 5.96 0.000
C -4.20 -0.17 -4.09 0.000
C 0.94 4.01 -0.54 0.000
C -4.98 -6.22 -1.66 0.000
C -2.71 -1.46 3.69 0.000
C 2.19 5.61 -1.94 0.000
H 1.94 3.50 1.34 0.001
H -4.58 -4.52 1.76 0.000
H -3.69 1.57 2.35 0.000
H 0.35 4.67 -2.54 0.000
H -5.82 -6.63 1.60 0.000
H -2.66 0.59 4.49 0.000
H 9.56 0.69 0.73 0.000
H -0.79 -2.07 0.43 -0.001
H -0.45 -4.39 -1.60 0.000
H -1.14 3.78 -2.67 0.000
H -0.80 -2.78 -2.18 0.000
H -0.68 1.84 1.27 0.000
H 2.19 6.21 -2.86 0.000
H 6.05 1.37 -2.80 0.000
H -0.99 -3.82 0.79 -0.001
H -2.26 3.56 1.43 0.000
H -5.98 -1.42 -4.09 0.000
H -4.96 -6.72 -2.68 0.000
H -6.33 -7.63 -0.67 0.000
H -2.73 -3.28 2.66 0.000
H -4.44 4.52 0.93 0.000
H -5.23 -2.86 -2.27 0.000
H -3.43 4.79 -3.21 0.000
H -3.66 -4.74 -2.38 0.000
H -2.38 -1.97 4.57 0.000
H -2.19 0.71 -3.81 0.000
H -1.65 -0.57 -1.85 0.001
H -4.24 0.03 0.45 0.000
H 3.96 4.84 0.88 0.000
H 7.05 0.14 1.22 0.000
H -4.50 0.40 -4.99 0.000
H 4.07 6.31 -1.16 0.000
H 8.53 1.94 -3.25 0.000
H -5.19 4.88 -1.40 0.000
```

As for the charge: -1. As for the multiplicity: 7. Its LUMO energy (spin up / spin down) is 0.69 / 0.69 eV. The calculation puts the HOMO energy (spin up / spin down) at -6.19 / -6.20 eV. The energy above the lowest of the compared OMol25 structures with the same formula, charge and spin is 5.0 kcal per mole. The orbital gap (spin up / spin down) comes out at 6.9 / 6.9 eV.

=====

Entry 2:
# C7H10N3O2S

2 unconnected molecules or ions with the total composition C7H10N3O2S (ωB97M-V/def2-TZVPD, OMol25).

```
23
Properties=species:S:1:pos:R:3:mulliken_charge:R:1
S 1.66 1.82 -0.44 0.700
O 3.03 -2.11 0.19 -0.266
O 0.47 1.39 0.22 -0.487
N -2.06 -1.10 0.07 0.613
N -1.43 -1.42 -1.07 -0.840
N 2.83 0.83 -0.08 -0.603
C 1.94 -1.72 0.15 0.324
C -1.47 -0.95 1.24 -0.065
C 1.85 3.50 -0.14 -0.592
C 0.63 -1.45 0.12 0.557
C -3.51 -0.88 -0.04 -0.854
C -0.14 -1.58 -1.09 -0.307
C -0.12 -1.03 1.28 -0.526
H -2.10 -0.56 2.01 0.327
H -3.52 -0.08 -0.68 0.377
H -3.98 -1.75 -0.65 0.287
H 0.32 -2.16 -1.81 0.514
H 0.47 -0.71 2.10 0.437
H 2.22 4.26 -0.81 0.373
H 1.83 3.71 0.97 0.294
H 3.67 1.20 -0.50 0.208
H -4.06 -0.76 0.82 0.350
H 1.48 1.57 -1.86 0.181
```

As for the charge: +1. As for the multiplicity: 1. Its LUMO energy (spin up / spin down) is -5.28 / -4.96 eV. The calculation puts the HOMO energy (spin up / spin down) at -12.97 / -11.53 eV. The energy above the lowest of the compared OMol25 structures with the same formula, charge and spin is 130.4 kcal per mole. The orbital gap (spin up / spin down) comes out at 7.7 / 6.6 eV.

=====

Entry 3:
# C6H6BrNO

A single C6H6BrNO molecule (ωB97M-V/def2-TZVPD, OMol25).

```
15
Properties=species:S:1:pos:R:3:mulliken_charge:R:1
Br 3.08 1.19 2.28 -0.065
O -3.08 2.76 1.14 -0.476
N 1.81 0.21 1.32 -0.471
C -2.03 2.34 0.71 -0.130
C -0.47 0.56 -0.14 -0.260
C 2.08 -0.72 0.50 0.023
C 1.01 -1.36 -0.34 -0.606
C -0.23 -0.84 -0.44 -0.151
C -1.67 0.93 0.47 -0.244
H -0.98 -1.44 -0.95 0.355
H 0.47 1.05 -0.08 0.465
H -2.44 0.18 0.59 0.382
H -1.23 3.14 0.65 0.307
H 3.04 -1.08 0.38 0.492
H 1.04 -2.35 -0.69 0.378
```

As for the multiplicity: 1. Its SMILES is O=C/C=C/C=C\C=N\Br. Its LUMO energy is -0.89 eV. The calculation puts the HOMO energy at -9.26 eV. The energy above the lowest of the compared OMol25 structures with the same formula, charge and spin is 59.7 kcal per mole. The orbital gap comes out at 8.4 eV.

=====

Entry 4:
# C14H32N2

A single C14H32N2 molecule (ωB97M-V/def2-TZVPD, OMol25).

```
48
Properties=species:S:1:pos:R:3:mulliken_charge:R:1
N 1.86 0.09 -0.38 -0.090
N -1.79 -0.10 0.58 -0.074
C 2.61 0.39 -1.62 -0.366
C -2.50 -2.28 1.49 -1.497
C -2.61 -0.74 1.64 0.157
C 4.90 1.16 -2.61 -1.790
C 0.40 0.31 -0.53 -0.451
C -4.17 1.24 1.91 -1.833
C 4.98 -0.19 -0.55 -1.825
C -4.73 -0.47 0.13 -1.732
C -5.02 -1.04 2.48 -1.827
C 3.99 2.15 -0.55 -1.788
C -4.09 -0.24 1.52 1.626
C 2.50 -0.83 -2.58 -1.490
C -0.31 -0.03 0.76 -0.754
C 4.14 0.83 -1.33 1.832
H 4.21 1.67 -3.32 0.378
H 4.51 -0.49 0.37 0.387
H 3.00 -0.63 -3.54 0.368
H -0.05 0.80 1.47 0.175
H 0.05 -0.97 1.14 0.401
H -0.01 -0.30 -1.38 0.237
H 3.48 2.06 0.42 0.277
H 5.71 1.87 -2.41 0.419
H 2.09 1.22 -2.12 0.575
H 5.97 0.27 -0.31 0.400
H -6.07 -0.65 2.60 0.396
H -5.76 -0.10 0.07 0.443
H -4.10 0.07 -0.58 0.354
H 5.15 -1.09 -1.15 0.392
H -3.49 1.45 2.77 0.309
H 0.20 1.37 -0.81 0.224
H -2.16 0.83 0.37 0.203
H 2.05 -0.86 -0.10 0.321
H -1.46 -2.58 1.48 0.409
H -3.85 1.84 1.07 0.424
H -4.73 -1.52 -0.14 0.387
H -5.16 1.58 2.20 0.467
H 4.99 2.53 -0.33 0.495
H -4.59 -0.96 3.48 0.431
H 1.47 -1.05 -2.77 0.445
H 5.29 0.27 -3.11 0.389
H 3.44 2.81 -1.23 0.399
H -2.99 -2.82 2.28 0.382
H -5.13 -2.11 2.16 0.346
H 2.99 -1.73 -2.13 0.305
H -2.97 -2.58 0.56 0.319
H -2.22 -0.45 2.63 0.443
```

As for the multiplicity: 1. Its SMILES is C[C@@H](NCCN[C@H](C)C(C)(C)C)C(C)(C)C. Its LUMO energy is 0.84 eV. The calculation puts the HOMO energy at -8.55 eV. The orbital gap comes out at 9.4 eV.

=====

Entry 5:
# C5H11N2S2

A gas-phase ion, C5H11N2S2 (charge +1) (ωB97M-V/def2-TZVPD, OMol25).

```
20
Properties=species:S:1:pos:R:3:mulliken_spin:R:1
S -2.54 0.79 -0.33 0.256
S 1.34 -0.94 -0.13 0.143
N -0.99 0.62 0.13 0.596
N -1.08 -1.76 -0.11 0.319
C 1.16 1.87 -0.41 0.020
C -0.14 1.83 0.37 0.005
C -0.31 -0.74 -0.08 0.557
C -0.53 -3.10 0.03 -0.017
C 2.13 0.79 0.04 0.014
H -1.32 -3.56 0.44 0.007
H 0.41 -2.97 0.61 0.003
H 1.06 1.83 -1.52 0.001
H -0.95 2.65 0.18 0.010
H 1.53 2.98 -0.37 0.000
H 3.09 0.70 -0.68 0.003
H -0.28 -3.39 -0.99 0.030
H 2.49 0.80 1.10 0.006
H -3.12 1.25 0.75 0.036
H -2.05 -1.59 -0.43 -0.004
H 0.13 1.93 1.42 0.015
```

As for the charge: +1. As for the multiplicity: 3. Its LUMO energy (spin up / spin down) is -3.21 / -7.52 eV. The calculation puts the HOMO energy (spin up / spin down) at -9.09 / -12.76 eV. The energy above the lowest of the compared OMol25 structures with the same formula, charge and spin is 47.2 kcal per mole. The orbital gap (spin up / spin down) comes out at 5.9 / 5.2 eV.

=====

Entry 6:
# C4H7NO2S

A gas-phase ion, C4H7NO2S (charge -2) (ωB97M-V/def2-TZVPD, OMol25).

```
15
Properties=species:S:1:pos:R:3:mulliken_charge:R:1
S -1.34 0.53 -2.63 -0.789
O -1.42 -0.76 1.78 -0.701
O 0.28 -1.80 2.77 -0.820
N 0.55 -0.81 0.70 -0.143
C 0.99 1.27 -0.44 -1.164
C -0.29 -1.25 1.80 0.418
C 0.25 -0.12 -0.58 0.153
C -1.27 0.03 -0.89 -0.734
H -1.92 -0.77 -0.57 0.372
H 2.17 1.13 -0.27 0.268
H 1.44 -1.32 0.77 0.191
H 0.67 1.94 -1.24 0.326
H 0.78 -0.76 -1.34 0.179
H -1.59 0.94 -0.38 0.174
H 0.69 1.75 0.53 0.269
```

As for the charge: -2. As for the multiplicity: 1. Its SMILES is C[C@H](C[S-])NC(=O)[O-]. Its LUMO energy is 6.10 eV. The calculation puts the HOMO energy at 0.64 eV. The energy above the lowest of the compared OMol25 structures with the same formula, charge and spin is 33.6 kcal per mole. The orbital gap comes out at 5.5 eV.